# 1
{
  "formula": "C52H44BrEuF4IP2",
  "method": "ωB97M-V/def2-TZVPD",
  "symbols": ["Eu", "C", "C", "C", "C", "C", "C", "C", "C", "C", "C", "C", "C", "H", "H", "H", "H", "H", "H", "H", "H", "H", "H", "H", "H", "H", "H", "H", "H", "H", "H", "F", "C", "C", "F", "C", "F", "C", "P", "C", "C", "C", "C", "C", "C", "C", "C", "C", "C", "C", "C", "C", "Br", "C", "F", "H", "H", "H", "H", "H", "H", "H", "H", "H", "H", "I", "C", "C", "C", "C", "C", "C", "C", "C", "C", "P", "C", "C", "C", "C", "C", "C", "C", "C", "C", "C", "C", "C", "C", "H", "H", "H", "H", "H", "H", "H", "H", "H", "H", "H", "H", "H", "H", "H", "H"],
  "positions_angstrom": [[-0.312, -0.216, 0.745], [2.812, 1.194, 2.103], [1.664, 0.347, 2.594], [0.613, 0.930, 3.330], [0.757, 2.347, 3.830], [-0.444, 0.119, 3.795], [-1.553, 0.731, 4.611], [-0.375, -1.282, 3.656], [-1.366, -2.157, 4.383], [0.728, -1.875, 3.001], [0.845, -3.377, 2.980], [1.760, -1.061, 2.489], [3.106, -1.627, 2.112], [3.600, 1.244, 2.861], [2.498, 2.208, 1.880], [3.264, 0.778, 1.203], [1.809, 2.598, 3.943], [0.299, 2.444, 4.812], [0.290, 3.090, 3.184], [-1.328, 0.630, 5.677], [-2.508, 0.240, 4.428], [-1.678, 1.786, 4.399], [-2.158, -2.528, 3.729], [-1.840, -1.628, 5.203], [-0.871, -3.027, 4.810], [1.300, -3.735, 3.908], [1.459, -3.731, 2.156], [-0.131, -3.849, 2.893], [3.849, -1.232, 2.809], [3.427, -1.351, 1.108], [3.141, -2.707, 2.193], [-4.631, 3.988, -4.113], [-3.786, 3.684, -3.150], [-2.997, 4.665, -2.568], [-3.095, 5.921, -2.965], [-2.101, 4.321, -1.568], [-1.362, 5.296, -1.045], [-1.949, 3.009, -1.112], [-0.756, 2.655, 0.263], [-1.648, 3.564, 1.569], [-1.378, 4.868, 1.974], [-2.205, 5.479, 2.906], [-3.308, 4.810, 3.414], [-3.591, 3.516, 2.997], [-2.755, 2.889, 2.088], [0.726, 3.581, -0.247], [1.570, 4.203, 0.670], [2.741, 4.808, 0.237], [3.087, 4.784, -1.105], [2.247, 4.169, -2.024], [1.072, 3.573, -1.598], [-2.777, 2.057, -1.699], [-2.787, 0.244, -1.126], [-3.677, 2.377, -2.701], [-4.441, 1.431, -3.235], [-0.542, 5.415, 1.565], [-1.994, 6.493, 3.222], [-3.953, 5.298, 4.132], [-4.460, 3.001, 3.386], [-2.970, 1.876, 1.759], [1.317, 4.240, 1.723], [3.378, 5.310, 0.953], [4.003, 5.254, -1.438], [2.502, 4.172, -3.076], [0.394, 3.131, -2.315], [-2.209, -2.722, 0.811], [-2.004, -4.416, -0.542], [-2.922, -5.363, -0.193], [-3.004, -6.562, -0.915], [-2.162, -6.751, -1.966], [-1.210, -5.773, -2.333], [-0.378, -6.055, -3.435], [0.575, -5.172, -3.843], [0.715, -3.970, -3.146], [-0.072, -3.623, -2.061], [0.398, -1.930, -1.455], [-0.003, -0.909, -2.922], [-0.865, -1.325, -3.935], [-1.142, -0.487, -5.005], [-0.545, 0.762, -5.087], [0.293, 1.195, -4.069], [0.539, 0.378, -2.976], [2.225, -2.142, -1.447], [2.675, -3.261, -0.742], [4.023, -3.569, -0.703], [4.940, -2.744, -1.344], [4.499, -1.625, -2.031], [3.143, -1.323, -2.093], [-1.082, -4.528, -1.611], [-3.593, -5.198, 0.638], [-3.729, -7.310, -0.626], [-2.204, -7.664, -2.546], [-0.515, -6.999, -3.949], [1.215, -5.385, -4.687], [1.476, -3.282, -3.487], [-1.335, -2.297, -3.893], [-1.819, -0.818, -5.781], [-0.730, 1.399, -5.941], [0.761, 2.168, -4.149], [1.181, 0.724, -2.169], [1.952, -3.909, -0.258], [4.365, -4.452, -0.178], [5.994, -2.985, -1.312], [5.211, -0.991, -2.543], [2.815, -0.469, -2.671]],
  "multiplicity": 8,
  "e_lumo_ha": [-0.1985, -0.1949],
  "gap_ev": [7.6, 7.8],
  "total_charge": 2,
  "s_squared": 15.7613,
  "homo_energy_ev": [-13.030, -13.055]
}

# 2
{
  "formula": "C52H45BrCsN4O7PS2",
  "method": "ωB97M-V/def2-TZVPD",
  "symbols": ["Cs", "C", "C", "C", "C", "C", "C", "P", "C", "C", "C", "C", "C", "C", "C", "C", "C", "C", "C", "C", "H", "H", "H", "H", "H", "H", "H", "H", "H", "H", "H", "H", "H", "H", "O", "N", "O", "C", "C", "C", "C", "C", "C", "N", "C", "C", "N", "C", "C", "C", "C", "H", "H", "H", "H", "H", "H", "H", "Br", "C", "C", "C", "C", "C", "C", "C", "C", "C", "C", "H", "H", "H", "H", "H", "H", "C", "S", "C", "O", "H", "H", "H", "H", "H", "H", "C", "C", "C", "C", "C", "C", "C", "S", "O", "O", "N", "C", "C", "C", "O", "O", "H", "H", "H", "H", "H", "H", "H", "H", "H", "H", "H", "H"],
  "positions_angstrom": [[1.028, -0.837, 1.440], [3.768, 1.645, -1.437], [2.407, 1.547, -1.680], [1.844, 0.314, -1.989], [2.634, -0.833, -2.059], [3.999, -0.725, -1.795], [4.564, 0.506, -1.496], [1.793, -2.438, -2.363], [2.293, -2.769, -4.118], [3.276, -2.090, -4.835], [3.569, -2.431, -6.150], [2.891, -3.470, -6.773], [1.909, -4.159, -6.074], [1.612, -3.801, -4.766], [2.814, -3.577, -1.378], [3.720, -4.502, -1.890], [4.427, -5.312, -1.007], [4.206, -5.163, 0.360], [3.299, -4.209, 0.826], [2.543, -3.359, -0.007], [4.205, 2.601, -1.175], [1.769, 2.420, -1.600], [0.771, 0.236, -2.134], [4.611, -1.620, -1.791], [5.625, 0.573, -1.281], [3.811, -1.273, -4.366], [4.331, -1.880, -6.690], [3.121, -3.736, -7.798], [1.366, -4.968, -6.548], [0.833, -4.333, -4.228], [3.879, -4.602, -2.961], [5.134, -6.047, -1.376], [4.743, -5.800, 1.059], [3.160, -4.139, 1.907], [-3.156, 6.182, -4.135], [-2.761, 5.825, -2.986], [-2.745, 6.656, -2.026], [-2.348, 4.510, -2.811], [-2.458, 3.659, -3.904], [-2.129, 2.291, -3.814], [-2.239, 1.423, -4.924], [-1.914, 0.100, -4.788], [-1.489, -0.361, -3.534], [-1.382, 0.421, -2.475], [-1.678, 1.722, -2.601], [-1.495, 2.613, -1.446], [-1.003, 2.052, -0.324], [-0.778, 2.819, 0.728], [-1.009, 4.192, 0.715], [-1.522, 4.780, -0.417], [-1.802, 3.994, -1.552], [-2.824, 4.069, -4.832], [-2.573, 1.825, -5.874], [-1.968, -0.583, -5.626], [-1.209, -1.401, -3.401], [-0.408, 2.321, 1.620], [-0.800, 4.784, 1.598], [-1.732, 5.834, -0.465], [-1.530, -2.185, 3.285], [-3.111, -2.757, 2.441], [-4.269, -2.920, 3.139], [-5.439, -3.325, 2.454], [-5.425, -3.547, 1.108], [-4.232, -3.378, 0.359], [-4.170, -3.577, -1.045], [-3.010, -3.390, -1.742], [-1.813, -2.991, -1.080], [-1.925, -2.815, 0.244], [-3.055, -2.978, 1.043], [-4.291, -2.728, 4.202], [-6.357, -3.448, 3.014], [-6.327, -3.847, 0.587], [-5.076, -3.872, -1.562], [-2.990, -3.534, -2.816], [-0.877, -2.830, -1.605], [4.713, 0.016, 4.355], [4.118, -0.840, 2.894], [5.240, -2.234, 2.996], [2.773, -1.400, 3.280], [5.803, 0.023, 4.370], [4.315, -0.529, 5.212], [4.321, 1.029, 4.319], [6.267, -1.873, 2.914], [5.010, -2.891, 2.159], [5.080, -2.757, 3.941], [-4.711, 2.195, 0.542], [-4.031, 2.385, 1.868], [-3.913, 3.642, 2.447], [-3.233, 3.822, 3.646], [-2.670, 2.725, 4.275], [-2.778, 1.458, 3.712], [-3.455, 1.294, 2.521], [-1.753, 2.891, 5.776], [-1.870, 4.260, 6.203], [-2.138, 1.812, 6.643], [-0.204, 2.627, 5.363], [0.415, 3.617, 4.473], [1.779, 3.144, 3.998], [1.793, 1.834, 3.187], [0.737, 1.138, 3.169], [2.842, 1.580, 2.566], [-5.275, 3.081, 0.251], [-5.389, 1.340, 0.568], [-3.970, 2.001, -0.236], [-4.340, 4.500, 1.940], [-3.131, 4.803, 4.092], [-2.324, 0.608, 4.202], [-3.512, 0.309, 2.069], [-0.096, 1.699, 4.937], [0.503, 4.553, 5.022], [-0.221, 3.797, 3.598], [2.491, 3.060, 4.824], [2.181, 3.908, 3.327]],
  "multiplicity": 1,
  "e_lumo_ha": [0.1249, 0.1227],
  "gap_ev": [5.7, 4.3],
  "total_charge": -2,
  "homo_energy_ev": [-2.275, -0.982]
}

# 3
{
  "formula": "C52H46F9IrOP3S3",
  "method": "ωB97M-V/def2-TZVPD",
  "symbols": ["Ir", "S", "P", "C", "P", "S", "C", "C", "C", "C", "C", "C", "C", "C", "C", "C", "C", "C", "C", "C", "C", "C", "C", "C", "C", "C", "C", "C", "C", "C", "H", "H", "H", "H", "H", "H", "H", "H", "H", "H", "H", "H", "H", "H", "H", "H", "H", "H", "H", "H", "F", "C", "F", "F", "C", "C", "C", "C", "C", "C", "P", "C", "C", "C", "C", "C", "C", "C", "F", "F", "F", "C", "C", "C", "C", "C", "C", "C", "F", "F", "F", "H", "H", "H", "H", "H", "H", "H", "H", "H", "H", "H", "H", "C", "C", "C", "S", "O", "C", "C", "C", "H", "H", "H", "H", "H", "H", "H", "H", "H", "H", "H", "H", "H", "H"],
  "positions_angstrom": [[-0.592, 0.207, -0.206], [-0.309, -0.540, -2.521], [-1.579, -1.946, -1.775], [-1.681, -1.404, -0.155], [-2.311, -1.308, 1.440], [-1.073, 0.128, 2.171], [-4.042, -0.831, 1.516], [-4.679, -0.823, 2.758], [-5.981, -0.366, 2.858], [-6.650, 0.083, 1.724], [-6.019, 0.074, 0.490], [-4.711, -0.379, 0.385], [-2.182, -2.870, 2.328], [-3.171, -3.837, 2.149], [-3.007, -5.099, 2.695], [-1.861, -5.395, 3.424], [-0.881, -4.431, 3.610], [-1.038, -3.166, 3.061], [-3.126, -2.034, -2.695], [-4.145, -2.844, -2.191], [-5.332, -2.970, -2.889], [-5.503, -2.296, -4.094], [-4.490, -1.497, -4.599], [-3.297, -1.362, -3.899], [-0.914, -3.614, -1.870], [-0.602, -4.317, -0.712], [-0.102, -5.609, -0.808], [0.092, -6.187, -2.052], [-0.218, -5.482, -3.211], [-0.724, -4.198, -3.122], [-4.159, -1.178, 3.641], [-6.476, -0.359, 3.820], [-7.668, 0.443, 1.807], [-6.540, 0.423, -0.392], [-4.210, -0.375, -0.573], [-4.070, -3.602, 1.590], [-3.774, -5.850, 2.560], [-1.740, -6.379, 3.858], [0.005, -4.661, 4.188], [-0.278, -2.406, 3.198], [-4.008, -3.371, -1.252], [-6.126, -3.592, -2.497], [-6.432, -2.398, -4.640], [-4.626, -0.972, -5.536], [-2.509, -0.719, -4.274], [-0.749, -3.860, 0.259], [0.137, -6.160, 0.093], [0.484, -7.193, -2.125], [-0.068, -5.938, -4.180], [-0.974, -3.653, -4.025], [-6.003, 2.414, -5.244], [-5.231, 3.479, -4.980], [-4.679, 3.870, -6.140], [-6.042, 4.470, -4.576], [-4.178, 3.177, -3.946], [-4.112, 1.934, -3.347], [-3.129, 1.681, -2.398], [-2.221, 2.668, -2.052], [-2.304, 3.926, -2.656], [-3.275, 4.179, -3.605], [-1.044, 2.407, -0.690], [-1.885, 3.375, 0.603], [-1.659, 4.733, 0.821], [-2.431, 5.431, 1.734], [-3.446, 4.778, 2.421], [-3.699, 3.436, 2.193], [-2.920, 2.740, 1.283], [-4.252, 5.552, 3.430], [-4.630, 6.746, 2.947], [-3.537, 5.788, 4.544], [-5.361, 4.897, 3.802], [0.439, 3.335, -1.168], [0.859, 3.314, -2.498], [2.054, 3.913, -2.862], [2.831, 4.540, -1.897], [2.430, 4.555, -0.569], [1.242, 3.939, -0.205], [4.106, 5.219, -2.326], [4.871, 4.395, -3.068], [4.847, 5.614, -1.283], [3.856, 6.300, -3.080], [-4.821, 1.162, -3.612], [-3.070, 0.713, -1.925], [-1.612, 4.713, -2.380], [-3.337, 5.150, -4.078], [-0.890, 5.261, 0.274], [-2.254, 6.485, 1.903], [-4.501, 2.934, 2.715], [-3.130, 1.696, 1.098], [0.253, 2.831, -3.255], [2.378, 3.900, -3.895], [3.043, 5.038, 0.178], [0.953, 3.920, 0.837], [5.562, 0.075, -1.827], [5.042, 1.344, -1.164], [3.992, 1.120, -0.081], [2.473, 0.403, -0.735], [1.413, 0.934, 0.248], [2.666, -1.347, -0.304], [2.576, -1.636, 1.188], [2.532, -3.140, 1.436], [6.379, 0.313, -2.507], [4.790, -0.421, -2.419], [5.940, -0.636, -1.090], [4.634, 2.018, -1.918], [5.870, 1.877, -0.692], [3.646, 2.073, 0.320], [4.352, 0.511, 0.747], [3.613, -1.667, -0.739], [1.861, -1.846, -0.849], [1.679, -1.160, 1.591], [3.429, -1.203, 1.714], [1.665, -3.588, 0.947], [2.465, -3.353, 2.503], [3.426, -3.635, 1.052]],
  "multiplicity": 1,
  "e_lumo_ha": -0.1020,
  "gap_ev": 7.6,
  "total_charge": 1,
  "homo_energy_ev": -10.403
}

# 4
{
  "formula": "C52H47N4PSSbSn",
  "method": "ωB97M-V/def2-TZVPD",
  "symbols": ["Sn", "N", "C", "S", "N", "N", "C", "C", "C", "C", "C", "C", "C", "C", "C", "C", "C", "C", "N", "H", "H", "H", "H", "H", "H", "H", "H", "H", "H", "H", "C", "C", "C", "C", "C", "C", "C", "Sb", "C", "C", "C", "C", "C", "C", "C", "C", "C", "C", "C", "C", "C", "C", "H", "H", "H", "H", "H", "H", "H", "H", "H", "H", "H", "H", "H", "H", "H", "H", "H", "H", "H", "H", "H", "C", "C", "C", "C", "C", "C", "P", "C", "C", "C", "C", "C", "C", "C", "C", "C", "C", "C", "C", "H", "H", "H", "H", "H", "H", "H", "H", "H", "H", "H", "H", "H", "H", "H"],
  "positions_angstrom": [[-1.849, 0.101, 0.110], [-4.839, 2.735, 2.083], [-4.203, 1.634, 1.678], [-2.456, 1.564, 2.043], [-4.833, 0.690, 1.076], [-4.090, -0.355, 0.650], [-4.587, -1.547, 0.732], [-5.953, -1.779, 1.236], [-6.167, -2.459, 2.435], [-7.450, -2.566, 2.947], [-8.524, -2.023, 2.257], [-8.316, -1.377, 1.044], [-7.036, -1.235, 0.544], [-3.722, -2.654, 0.305], [-4.144, -3.974, 0.366], [-3.314, -4.971, -0.129], [-2.115, -4.609, -0.719], [-1.763, -3.270, -0.720], [-2.520, -2.319, -0.183], [-4.392, 3.397, 2.691], [-5.839, 2.789, 1.960], [-5.325, -2.867, 2.982], [-7.607, -3.069, 3.891], [-9.521, -2.093, 2.670], [-9.156, -0.984, 0.488], [-6.870, -0.734, -0.401], [-5.113, -4.208, 0.782], [-3.612, -6.010, -0.075], [-1.458, -5.340, -1.169], [-0.838, -2.942, -1.175], [0.858, -1.315, -4.106], [2.246, -1.852, -3.871], [3.049, -2.264, -4.932], [4.326, -2.759, -4.711], [4.829, -2.858, -3.422], [4.056, -2.441, -2.349], [2.775, -1.962, -2.592], [1.709, -1.305, -0.827], [1.259, -2.967, 0.479], [0.766, -2.605, 1.734], [0.470, -3.575, 2.672], [0.661, -4.912, 2.348], [1.118, -5.263, 1.088], [1.390, -4.309, 0.105], [1.777, -4.785, -1.268], [3.392, -0.101, -0.242], [3.816, 0.713, -1.293], [5.001, 1.416, -1.192], [5.757, 1.300, -0.032], [5.321, 0.497, 1.011], [4.116, -0.203, 0.947], [3.672, -1.042, 2.111], [0.627, -1.276, -5.169], [0.758, -0.304, -3.700], [0.109, -1.953, -3.626], [2.666, -2.190, -5.942], [4.937, -3.057, -5.552], [5.824, -3.243, -3.245], [4.456, -2.497, -1.343], [0.627, -1.557, 1.986], [0.102, -3.294, 3.650], [0.427, -5.686, 3.066], [1.253, -6.308, 0.838], [1.423, -5.803, -1.421], [2.860, -4.800, -1.398], [1.360, -4.157, -2.056], [3.251, 0.752, -2.218], [5.337, 2.033, -2.015], [6.696, 1.829, 0.059], [5.926, 0.407, 1.905], [4.415, -1.019, 2.905], [3.521, -2.083, 1.822], [2.732, -0.668, 2.523], [4.669, 5.320, 0.308], [4.418, 4.402, 1.323], [3.291, 3.607, 1.265], [2.407, 3.731, 0.187], [2.661, 4.646, -0.839], [3.786, 5.448, -0.759], [0.839, 2.844, 0.328], [0.047, 3.764, 1.680], [0.184, 3.277, 2.978], [-0.287, 4.018, 4.048], [-0.898, 5.243, 3.818], [-1.028, 5.728, 2.523], [-0.560, 4.997, 1.444], [-0.097, 3.012, -1.201], [0.540, 2.698, -2.411], [-0.178, 2.688, -3.593], [-1.540, 2.973, -3.584], [-2.184, 3.274, -2.388], [-1.478, 3.265, -1.196], [5.549, 5.947, 0.355], [5.092, 4.318, 2.165], [3.070, 2.913, 2.068], [1.962, 4.773, -1.655], [3.959, 6.190, -1.526], [0.664, 2.319, 3.150], [-0.178, 3.643, 5.057], [-1.259, 5.831, 4.652], [-1.485, 6.694, 2.349], [-0.637, 5.399, 0.442], [1.604, 2.494, -2.421], [0.320, 2.466, -4.528], [-2.099, 2.965, -4.510], [-3.235, 3.532, -2.384], [-1.975, 3.525, -0.269]],
  "multiplicity": 1,
  "e_lumo_ha": [-0.3828, -0.3905],
  "gap_ev": [4.7, 4.5],
  "total_charge": 3,
  "homo_energy_ev": [-15.132, -15.132]
}

Energy above the lowest of the compared OMol25 structures with the same formula, charge and spin (computed, kcal per mole): 0.0 25.0 0.0 72.6